{"formula": "C51H51Br4FLaN3O4P2SSb", "method": "ωB97M-V with the def2-TZVPD basis set", "symbols": ["H", "Br", "C", "H", "C", "C", "C", "H", "C", "H", "H", "H", "H", "C", "C", "C", "H", "C", "H", "C", "C", "H", "Sb", "C", "C", "C", "C", "C", "H", "C", "H", "H", "H", "H", "N", "N", "C", "C", "C", "C", "C", "H", "F", "H", "P", "O", "C", "H", "H", "H", "C", "La", "H", "H", "C", "H", "H", "H", "C", "C", "C", "C", "C", "H", "C", "S", "C", "H", "H", "C", "N", "H", "H", "H", "Br", "C", "H", "H", "C", "H", "O", "H", "C", "H", "C", "H", "H", "C", "H", "H", "H", "O", "C", "C", "O", "H", "C", "H", "C", "C", "C", "C", "H", "H", "Br", "C", "C", "H", "P", "C", "H", "C", "H", "H", "Br", "C", "C", "H", "H"], "positions_angstrom": [[-1.6256, -0.2099, -4.9114], [5.9825, -0.8590, 4.5691], [5.3931, -0.6568, 1.7963], [0.0210, 1.1740, 5.3801], [-4.1256, 1.7936, 0.1053], [1.8563, 4.5817, 2.2770], [1.8927, 1.1211, -6.4113], [-3.3550, -1.7305, 5.2558], [1.3100, -3.4057, 6.7525], [0.3638, 3.4285, 3.3673], [4.1562, 2.3888, -0.9113], [-4.3508, -6.1683, -2.4791], [-4.6869, 2.2331, 2.1564], [-4.5039, -0.7082, -5.0916], [7.0903, -0.9343, -0.0288], [0.9983, 0.2258, -4.2976], [1.7635, -2.2445, -6.4058], [8.1102, -0.8058, 0.9482], [2.2232, -2.8390, 6.3222], [-3.4215, -2.4981, 6.0414], [-4.0294, -2.9902, -1.1676], [-3.7981, 0.7303, -3.7598], [-0.3168, -1.9357, 6.0861], [4.7023, 5.5206, 0.1219], [3.6333, 5.6700, 0.9652], [-0.0844, -0.0362, 7.2114], [-4.5864, -4.2260, -1.5013], [1.2344, -1.0706, -4.7623], [5.4232, 6.2918, 0.0140], [-1.6158, 4.7728, -3.0335], [-4.8004, 2.4741, -0.4049], [-5.5581, -0.5676, -4.9731], [2.4475, -3.8541, 8.5692], [-4.4185, -1.7349, -5.3916], [2.1216, 2.3116, 0.6996], [-1.4654, -0.3332, -2.7522], [-1.8806, 3.7785, -3.9831], [1.0727, 3.4585, 2.5536], [-2.1815, -2.8596, 6.8601], [2.8086, 4.5633, 1.2502], [-0.0304, 3.1938, -1.9991], [0.6884, -4.1253, 8.7199], [1.9845, -1.8471, -1.1039], [-4.5435, -2.2986, -0.4808], [0.1183, 0.4889, -2.7002], [0.4287, 0.1109, 1.1911], [-3.6391, -0.3517, -3.8786], [-1.1312, -3.3475, -3.0255], [-5.1077, -0.2732, -8.3870], [0.9168, -1.9486, -4.2229], [-2.7571, -2.6669, -1.6765], [2.5259, -0.6712, 0.4277], [3.3010, 6.6723, 1.4409], [0.6797, 2.9745, -1.2155], [-0.4272, 2.1734, -2.8731], [1.1471, -4.3765, 6.1370], [-0.8193, -0.1754, 8.0613], [-3.2829, 1.2341, -1.8102], [-2.1042, -3.5938, -2.6045], [-3.9436, -5.1877, -2.3014], [-0.4697, 1.1516, 6.3302], [-3.7928, 0.2672, 1.9567], [2.1086, -0.1711, -6.8709], [-2.3761, -5.4233, -3.7072], [-2.7588, -4.7928, -2.9181], [-3.9757, 0.2539, -6.5088], [1.4571, 1.3620, -5.0742], [-5.6046, -4.4232, -1.1569], [-1.6109, 1.1569, 6.3337], [5.7239, -0.5690, 0.3153], [1.6075, -3.9681, 2.5395], [-2.0384, 5.7846, -3.0217], [1.3290, -2.4809, 8.6428], [1.7349, 5.3874, 2.9624], [7.4221, -1.6391, -1.7413], [1.4294, -3.5056, 8.2409], [-2.7009, -1.5612, 1.4370], [-4.6719, -1.9039, -7.5702], [4.8868, 4.3517, -0.6893], [-2.1642, -2.4987, 7.9100], [4.1326, -0.8369, 2.1107], [-3.3498, -0.9913, -8.3786], [7.7902, -0.5338, 2.3127], [-2.0295, -1.8187, -4.1596], [1.8322, -1.2462, -6.0301], [-4.1457, -2.1468, 6.8011], [0.9491, 0.0884, 7.6237], [6.4467, -0.5275, 2.7402], [-3.8144, -3.3856, 5.4858], [-0.4471, 5.1879, -1.2829], [1.2232, 2.3705, -4.7498], [-0.3103, 1.2630, 3.0268], [-3.0715, -0.5880, 1.1417], [4.0304, 3.3308, -0.4230], [4.7861, -0.2199, -0.5108], [-4.0985, -0.0883, 2.9358], [-2.1331, -0.6881, -4.0235], [2.0908, 1.9623, -7.0936], [0.3917, 1.1088, 2.0053], [2.9668, 3.3825, 0.4753], [2.0065, -3.0992, 1.8030], [-4.3088, -0.8920, -7.8711], [-4.0168, -0.8033, -2.9241], [-0.2011, 2.0926, 6.7941], [9.8988, -0.9655, 0.4227], [-3.3728, 0.9588, -0.7602], [-2.7810, -0.1647, -0.1752], [-2.4502, 3.9727, -4.9312], [-1.7603, -1.2436, -1.1892], [1.2484, 2.3222, 1.7060], [2.3953, -0.3655, -7.9177], [-4.2654, 1.5030, 1.4851], [-1.9050, -3.9712, 6.8165], [-1.5373, 1.7200, -4.6539], [9.1482, 0.2121, 3.3964], [-1.3493, 2.4625, -3.8877], [-0.6901, 4.4106, -2.0583], [1.6656, -4.7182, 3.2344], [5.6957, 4.3327, -1.4419]], "lowdin_charge": [0.089, 0.673, -0.423, 0.020, -0.073, 0.003, -0.091, 0.037, -0.466, 0.109, 0.099, 0.092, 0.091, -0.502, -0.681, -0.344, 0.088, -0.801, 0.055, -0.233, -0.098, 0.088, 1.352, -0.084, -0.048, -0.473, -0.099, -0.096, 0.084, -0.093, 0.093, 0.063, 0.074, 0.058, 0.114, -0.435, -0.079, 0.033, -0.487, -0.179, -0.076, 0.051, -0.676, 0.107, 1.014, -0.276, -0.265, 0.093, 0.033, 0.096, -0.374, 1.956, 0.142, 0.076, -0.415, 0.049, 0.042, 0.074, -0.091, -0.094, -0.231, -0.087, -0.113, 0.095, -0.103, 0.800, -0.052, 0.097, 0.090, -0.409, 0.092, 0.102, 0.052, 0.102, 0.697, -0.251, 0.108, 0.049, -0.044, 0.030, -0.379, 0.016, -0.792, 0.097, -0.086, 0.063, 0.050, -0.659, 0.071, 0.116, 0.090, -0.009, -0.105, -0.026, -0.272, 0.095, -0.295, 0.101, -0.591, -0.206, -0.009, -0.410, 0.102, 0.053, 0.665, -0.084, -0.394, 0.111, 1.041, -0.181, 0.104, -0.075, 0.053, 0.079, 0.644, -0.105, -0.102, 0.090, 0.120], "e_homo_ev": -3.932, "orbital_gap_ev": 5.8, "fmax_ha_per_bohr": 0.0961, "multiplicity": 1, "de_lowest_ev": 1.621, "total_charge": -1}